[1]
C24H25BrF6N4O3PdS | wB97M-V/def2-TZVPD

Element x y z (Å)
Pd1 0.2278 0.0507 -0.3819
O1 0.5198 3.6011 3.8721
C1 1.6706 2.8936 3.7528
C2 2.5798 2.7734 4.8041
C3 3.7482 2.0605 4.6323
C4 4.0213 1.4367 3.4213
C5 3.1227 1.5515 2.3701
C6 1.9449 2.2565 2.5291
C7 0.9625 2.4010 1.3537
O2 1.3281 1.8101 0.2219
N1 -0.3715 2.0103 1.8066
N2 -1.1513 1.3104 1.0376
C8 -2.3815 1.0248 1.3673
C9 -3.2595 0.3345 0.5000
Br1 -2.5892 -0.0228 -1.2667
C10 -4.5557 0.0191 0.8112
C11 -5.4628 -0.7364 0.0053
C12 -5.0489 -1.8802 -0.7118
C13 -5.9412 -2.5755 -1.4937
C14 -7.2605 -2.1409 -1.6030
C15 -7.6859 -1.0140 -0.8958
C16 -6.8158 -0.3404 -0.0700
H1 0.5070 4.0935 4.7056
H2 2.3602 3.2460 5.7509
H3 4.4496 1.9869 5.4485
H4 4.9228 0.8559 3.2998
H5 3.3236 1.0829 1.4183
H6 0.8931 3.5080 1.1888
H7 -0.6862 2.3921 2.7019
H8 -2.7740 1.3182 2.3390
H9 -4.9492 0.3983 1.7469
H10 -4.0492 -2.2604 -0.5745
H11 -5.6141 -3.4641 -2.0117
H12 -7.9587 -2.6913 -2.2169
H13 -8.7027 -0.6654 -1.0031
H14 -7.1383 0.5351 0.4757
C17 1.4468 -4.0471 0.0796
C18 0.8160 -2.6912 0.4148
O3 0.5003 -1.9759 -0.6863
C19 -0.4840 -2.8847 1.2373
F1 -1.3302 -3.7267 0.6743
F2 -0.2802 -3.2679 2.4882
F3 -1.1439 -1.6786 1.2950
C20 1.7782 -1.8222 1.2824
F4 2.6119 -1.1446 0.4613
F5 2.4969 -2.4479 2.1858
F6 1.0924 -0.8262 1.9335
H15 0.7992 -4.5430 -0.6400
H16 1.5565 -4.6686 0.9649
H17 2.4181 -3.8828 -0.3807
C21 2.1393 -0.0842 -5.6039
N3 2.6875 0.5547 -4.4442
C22 4.0389 1.0942 -4.4445
C23 4.2035 1.6463 -3.0160
N4 2.9327 1.3025 -2.3938
C24 2.1117 0.7247 -3.2643
S1 0.4868 0.3246 -2.9214
H18 2.7939 -0.8988 -5.9237
H19 2.0482 0.6297 -6.4270
H20 1.1574 -0.4869 -5.3649
H21 4.1237 1.8683 -5.2126
H22 4.7564 0.3054 -4.6836
H23 4.3561 2.7282 -3.0117
H24 5.0273 1.1742 -2.4802
H25 2.6729 1.5648 -1.4494

LUMO level (spin up / spin down), eV: -6.482 / -9.098
ΔE to the lowest compared entry with this formula, charge and spin, kcal per mole: 31.4
F_max, eV/Å: 2.09
Spin multiplicity: 5
Total charge: +2
Frontier orbital gap (spin up / spin down), hartree: 0.2550 / 0.1580

Atom charges from the natural (NBO) analysis, given in e for atoms 1 to 4: number 1, Pd, carries 1.204; number 2, O, carries -0.721; number 3, C, carries 0.369; number 4, C, carries -0.296

[2]
C16H21NO3S | wB97M-V/def2-TZVPD

Element x y z (Å)
C1 7.4252 0.4569 0.1244
O1 6.6532 0.5738 -1.0452
C2 5.4465 -0.0579 -1.0950
C3 4.7312 0.0894 -2.2833
C4 3.4979 -0.5087 -2.4357
C5 2.9472 -1.2742 -1.4153
C6 1.5950 -1.9174 -1.5552
N1 0.6970 -1.3966 -0.5336
C7 -0.6450 -1.9523 -0.5909
C8 -1.3809 -1.6011 0.7091
O2 -0.5966 -1.9581 1.8168
C9 -1.7421 -0.1064 0.7753
O3 -2.4735 0.2439 -0.3773
C10 -2.9870 1.5606 -0.3483
C11 -4.0533 1.7564 0.6812
C12 -3.9693 2.4184 1.8679
C13 -5.1655 2.3655 2.6181
C14 -6.1370 1.6551 1.9927
S1 -5.6156 1.0381 0.4756
C15 3.6623 -1.4152 -0.2352
C16 4.8985 -0.8171 -0.0666
H1 6.9070 0.8765 0.9930
H2 8.3326 1.0290 -0.0630
H3 7.6915 -0.5854 0.3287
H4 5.1659 0.6812 -3.0733
H5 2.9581 -0.3825 -3.3634
H6 1.6785 -2.9983 -1.3926
H7 1.2070 -1.7589 -2.5753
H8 0.6501 -0.3854 -0.6263
H9 -0.5490 -3.0404 -0.6494
H10 -1.2353 -1.6039 -1.4495
H11 -2.3099 -2.1780 0.7676
H12 0.3212 -1.7753 1.5601
H13 -0.8252 0.5013 0.8460
H14 -2.3306 0.0706 1.6857
H15 -2.1748 2.2816 -0.1641
H16 -3.3903 1.7235 -1.3520
H17 -3.0841 2.9355 2.1945
H18 -5.2893 2.8337 3.5780
H19 -7.1342 1.4507 2.3282
H20 3.2425 -2.0033 0.5670
H21 5.4232 -0.9521 0.8662

LUMO level, eV: 0.765
ΔE to the lowest compared entry with this formula, charge and spin, kcal per mole: 65.5
SMILES string: COc1ccc(CNC[C@@H](O)COCc2cccs2)cc1
F_max, eV/Å: 0.58
Spin multiplicity: 1
Total charge: 0
Frontier orbital gap, hartree: 0.3384

Atom charges from the natural (NBO) analysis, given in e for atoms 1 to 4: number 1, C, carries -0.252; number 2, O, carries -0.492; number 3, C, carries 0.289; number 4, C, carries -0.256

[3]
C4H10N | wB97M-V/def2-TZVPD

Element x y z (Å)
C1 2.2385 0.8667 1.4071
N1 1.1318 0.8403 0.7704
H1 2.6036 0.0601 2.0282
H2 2.7979 1.7881 1.2934
H3 0.7232 1.6242 0.3025
H4 0.6548 -0.0576 0.8744
C2 -0.8314 -1.7794 -0.5396
C3 -0.9348 -0.3781 -1.1584
C4 -1.7553 0.5463 -0.6644
H5 -1.7152 -2.3743 -0.7080
H6 0.0078 -2.2409 -1.0705
H7 -0.4813 -1.8066 0.4955
H8 -0.4116 -0.2784 -2.1008
H9 -1.8758 1.5410 -1.0781
H10 -2.2484 0.3713 0.2863

LUMO level, eV: -5.766
ΔE to the lowest compared entry with this formula, charge and spin, kcal per mole: 53.0
F_max, eV/Å: 3.17
Spin multiplicity: 1
Total charge: +1
Frontier orbital gap, hartree: 0.2921

Atom charges from the natural (NBO) analysis, given in e for atoms 1 to 4: number 1, C, carries 0.161; number 2, N, carries -0.561; number 3, H, carries 0.245; number 4, H, carries 0.229

[4]
C6H11N | wB97M-V/def2-TZVPD

Element x y z (Å)
C1 2.0966 0.1487 -0.0821
C2 0.8408 -0.7001 0.0811
C3 -0.4871 0.0725 0.1384
C4 -1.6459 -0.8903 0.3956
C5 -0.7483 0.8892 -1.1295
C6 -0.3244 1.2884 2.4053
N1 -0.4178 0.9496 1.2787
H1 2.1048 0.6689 -1.0449
H2 2.9916 -0.4814 -0.0413
H3 2.1758 0.8945 0.7158
H4 0.9211 -1.3033 0.9930
H5 0.7507 -1.4025 -0.7517
H6 -1.4535 -1.5259 1.2647
H7 -2.5870 -0.3562 0.5618
H8 -1.7613 -1.5324 -0.4775
H9 -1.7103 1.4014 -1.0325
H10 0.0304 1.6451 -1.2611
H11 -0.7761 0.2337 -2.0139

LUMO level, eV: 0.880
ΔE to the lowest compared entry with this formula, charge and spin, kcal per mole: 19.5
F_max, eV/Å: 1.86
Spin multiplicity: 1
Total charge: 0
Frontier orbital gap, hartree: 0.4388

Atom charges from the natural (NBO) analysis, given in e for atoms 1 to 4: number 1, C, carries -0.616; number 2, C, carries -0.389; number 3, C, carries 0.098; number 4, C, carries -0.596

[5]
CH24O15 | wB97M-V/def2-TZVPD

Element x y z (Å)
C1 0.2537 -0.3224 0.0954
O1 0.4607 -0.0274 1.4274
O2 -0.0733 0.6216 -0.7146
O3 0.1527 -1.5554 -0.1856
O4 0.9927 -3.9384 0.0154
H1 0.6667 -2.9764 0.0234
H2 1.0387 -4.0814 -0.9626
O5 -1.3423 1.8966 -2.6546
H3 -1.4333 1.5016 -3.5136
H4 -0.8793 1.3386 -2.0676
O6 2.6967 1.0606 1.6414
H5 2.9807 0.6686 2.4494
H6 1.9287 0.5666 1.4264
O7 -1.0203 -2.4094 -2.4246
H7 -0.9443 -1.7504 -3.1776
H8 -0.5793 -2.0044 -1.6386
O8 -2.4743 2.9966 -0.3906
H9 -2.7773 3.7976 -0.7896
H10 -2.0963 2.5146 -1.1736
O9 -0.4843 2.4246 1.4194
H11 -0.1313 1.5246 1.2314
H12 -0.6533 2.9036 0.6004
O10 1.9517 -2.0644 2.1854
H13 2.6667 -1.8684 1.5574
H14 1.2627 -1.7114 1.6664
O11 1.3657 -0.5914 -2.7146
H15 0.8997 -0.4144 -1.8726
H16 2.1257 -1.0874 -2.4226
O12 -1.6113 -2.0604 1.8494
H17 -1.0423 -1.8144 1.1094
H18 -1.2063 -1.4674 2.5044
O13 1.6867 2.5306 -1.3766
H19 1.2167 1.7386 -1.1206
H20 1.6127 2.5646 -2.3226
O14 0.0417 0.0896 3.9324
H21 0.0957 0.0416 2.9564
H22 0.2927 0.9896 4.0954
O15 -2.7493 -0.0094 -0.5246
H23 -3.1173 0.3106 0.3014
H24 -1.7753 0.0726 -0.4386

LUMO level, eV: 5.089
ΔE to the lowest compared entry with this formula, charge and spin, kcal per mole: 48.3
F_max, eV/Å: 4.88
Spin multiplicity: 1
Total charge: -2
Frontier orbital gap, hartree: 0.3170

Atom charges from the natural (NBO) analysis, given in e for atoms 1 to 4: number 1, C, carries 0.992; number 2, O, carries -0.923; number 3, O, carries -0.882; number 4, O, carries -0.849

[6]
C21H35N2OPt | wB97M-V/def2-TZVPD

Element x y z (Å)
C1 3.7431 -2.4524 -1.1160
C2 4.3016 -1.8937 0.1842
C3 4.3189 -0.3570 0.2912
C4 3.3045 0.3871 -0.5873
C5 2.7595 1.6422 0.1045
C6 1.5948 2.2583 -0.7090
C7 0.2464 2.3720 -0.0084
C8 -0.6148 1.0737 0.0891
C9 0.0250 0.0957 1.0993
C10 0.2472 0.5197 2.3842
C11 0.8451 -0.3770 3.2877
C12 1.1636 -1.6069 2.8407
N1 0.9293 -2.0316 1.6287
C13 0.3629 -1.1543 0.7679
C14 -1.9696 1.5334 0.6642
C15 -3.1180 0.5543 0.4062
C16 -4.4292 1.2278 0.8746
C17 -2.9514 -0.7106 1.2586
N2 -3.2349 0.3237 -1.0714
O1 -3.8728 1.1324 -1.6287
C18 -2.0390 -0.2248 -1.7874
C19 -1.9534 -1.7670 -1.7129
C20 -2.2340 0.0604 -3.2834
C21 -0.7419 0.5329 -1.3447
H1 2.6562 -2.4854 -1.0652
H2 4.0129 -1.8655 -1.9839
H3 4.0475 -3.4830 -1.2335
H4 5.3331 -2.2220 0.2505
H5 3.8046 -2.3478 1.0297
H6 4.1408 -0.0596 1.3188
H7 5.3089 -0.0170 0.0150
H8 3.7650 0.6858 -1.5217
H9 2.4472 -0.2305 -0.8443
H10 2.4955 1.4317 1.1300
H11 3.5761 2.3541 0.0901
H12 1.5427 1.7466 -1.6647
H13 1.8849 3.2761 -0.9406
H14 0.3550 2.8457 0.9580
H15 -0.3554 3.0636 -0.6012
H16 -0.0035 1.5216 2.6853
H17 1.0675 -0.0900 4.2968
H18 1.6434 -2.2904 3.5210
H19 0.2062 -1.5191 -0.2286
H20 -2.2329 2.4474 0.1367
H21 -1.9018 1.7872 1.7114
H22 -5.2970 0.7223 0.4639
H23 -4.4658 1.1865 1.9544
H24 -4.4730 2.2611 0.5745
H25 -2.0930 -1.3205 1.0206
H26 -3.9879 -1.3089 1.1407
H27 -2.8531 -0.3466 2.3016
H28 -2.3437 -2.1930 -0.7976
H29 -2.5759 -2.1596 -2.5060
H30 -0.9526 -2.0982 -1.9299
H31 -1.4642 -0.5068 -3.7897
H32 -3.1863 -0.3058 -3.6449
H33 -2.0855 1.1009 -3.5340
H34 0.0728 -0.1155 -1.6207
H35 -0.6606 1.3861 -2.0064
Pt1 -4.1108 -1.9898 2.6824

LUMO level (spin up / spin down), eV: -9.583 / -10.552
F_max, eV/Å: 3.84
Spin multiplicity: 2
Total charge: +2
Frontier orbital gap (spin up / spin down), hartree: 0.1898 / 0.1541

Atom charges from the natural (NBO) analysis, given in e for atoms 1 to 4: number 1, C, carries -0.604; number 2, C, carries -0.398; number 3, C, carries -0.405; number 4, C, carries -0.378